# 1
The following is a DFT calculation (ωB97M-V/def2-TZVPD) of a cluster of 7 separate species, C6H27NO7 in total at a distorted geometry.

Structure (XYZ):
```
41
Properties=species:S:1:pos:R:3:forces:R:3:lowdin_spin:R:1
C 0.532 0.629 0.708 -2.709 3.406 -2.307 0.07
N -0.637 -0.182 0.342 -0.916 3.948 2.393 0.65
C -1.740 0.762 -0.010 -0.474 -1.671 -3.357 0.06
C -2.982 0.019 -0.628 -1.570 3.208 1.998 0.01
C -2.677 -1.057 -1.577 1.575 -1.825 -0.104 0.01
C -2.881 -2.436 -0.841 -0.930 3.113 1.280 0.00
C -2.174 1.684 1.134 -0.809 2.572 1.577 0.06
O -2.034 3.133 0.781 0.858 -2.392 0.718 0.05
H 0.590 0.997 1.711 -0.601 -0.440 1.071 0.03
H 0.481 1.587 0.048 0.049 -1.656 1.005 0.00
H 1.423 0.242 0.497 3.432 -2.263 -0.828 0.01
H -0.990 -0.754 1.078 0.483 -1.922 0.515 0.02
H -1.288 1.266 -0.855 -0.085 1.018 0.149 0.00
H -3.679 0.807 -1.120 1.397 -0.913 1.037 0.00
H -3.514 -0.260 0.308 -0.288 -0.525 -0.857 0.00
H -1.560 -0.937 -1.758 -1.263 -0.372 -0.716 0.00
H -3.273 -0.930 -2.510 0.757 -0.455 0.621 0.00
H -2.487 -3.256 -1.306 2.366 -1.944 -0.733 0.00
H -2.750 -2.277 0.288 0.319 -0.803 -1.669 0.00
H -3.880 -2.742 -0.964 -1.877 0.228 0.272 0.00
H -3.270 1.529 1.328 0.905 0.194 -0.664 0.01
H -1.758 1.506 2.161 0.238 -0.079 -1.096 0.00
H -1.189 3.447 1.174 -1.070 -0.265 -0.068 0.00
H 0.209 4.144 0.354 -0.269 -1.699 0.230 0.00
H 1.724 4.609 0.085 2.123 -1.314 0.182 0.00
O 0.826 4.792 0.120 -1.678 3.082 -0.639 0.00
H 2.021 -1.739 2.016 0.185 0.566 0.121 0.00
H 1.238 -2.938 1.772 -0.317 0.651 -0.382 0.00
O 1.213 -1.977 1.542 -0.457 -0.743 0.697 0.00
H 0.288 -1.909 -0.950 1.098 -1.041 -0.828 0.00
H 1.248 -1.091 -1.685 0.570 -0.290 -0.656 0.00
O 1.056 -2.036 -1.578 -1.502 1.237 1.333 0.02
H 1.992 2.594 -3.382 -0.512 1.437 -1.057 0.00
H 3.370 2.098 -2.890 0.418 0.349 -0.269 0.00
O 2.433 1.933 -2.900 0.034 -1.833 1.436 0.00
H 2.836 -3.422 0.791 2.206 4.457 -2.196 0.00
H 2.070 -4.460 0.708 -4.468 -3.785 -3.917 0.00
O 2.637 -4.135 1.284 2.552 -1.314 5.846 0.00
H 3.848 0.065 1.702 -0.130 -1.861 -0.690 0.00
H 3.164 -0.969 0.685 0.464 0.316 0.093 0.00
O 3.759 -0.904 1.449 -0.104 1.619 0.459 0.00
```
Forces are in eV/Å.

Calculated values
**Total charge**: +1
**HOMO-LUMO gap (alpha / beta)**: 11.4020 / 5.8317 eV
**HOMO energy (alpha / beta)**: -0.529 / -0.529 Eh
**Multiplicity**: 2

***

# 2
The following is a DFT calculation (ωB97M-V/def2-TZVPD) of a cluster of 10 separate species, C6H27O11 in total at a distorted geometry.

Structure (XYZ):
```
44
Properties=species:S:1:pos:R:3:forces:R:3:lowdin_charge:R:1
O -0.223 0.762 -0.723 1.563 -0.553 -0.547 -0.04
C -0.745 1.140 0.331 -1.180 1.117 1.199 -0.60
O -1.971 1.398 0.358 0.036 0.420 0.896 -0.08
C 0.008 1.322 1.695 -0.848 0.888 -1.341 -0.09
C 0.889 0.110 1.752 1.934 -1.367 1.805 -0.22
C 0.139 -1.191 1.558 -0.602 0.676 -0.252 -0.13
C 0.589 -2.312 0.960 -1.924 1.388 0.546 -0.16
C -0.399 -3.441 0.796 2.494 -2.189 -2.057 -0.12
H -0.777 1.418 2.477 0.760 -0.380 -0.397 0.11
H 0.501 2.337 1.638 -0.016 -1.213 0.136 0.14
H 1.603 0.151 0.939 0.621 0.307 0.042 0.10
H 1.458 -0.025 2.757 -0.722 0.607 -1.572 0.14
H -0.927 -1.010 1.881 1.344 -1.371 -0.107 0.09
H 1.456 -2.290 0.298 0.307 -0.237 0.664 0.09
H -0.311 -3.682 -0.334 -0.579 -0.119 1.662 0.09
H -1.396 -3.242 1.044 -1.373 0.839 0.330 0.04
H -0.157 -4.402 1.359 0.116 1.115 -0.714 0.08
H -0.147 -1.049 -2.731 0.669 -0.188 -0.680 0.07
H 0.673 -0.418 -1.770 0.545 -0.111 -0.014 0.01
O 0.803 -0.812 -2.662 -1.411 -0.392 0.662 -0.09
H -4.129 1.899 2.364 0.940 -0.429 -0.369 0.04
H -2.627 1.638 1.848 -0.466 0.262 -0.741 -0.03
O -3.217 1.669 2.625 -0.438 0.221 1.588 -0.11
H -2.629 1.278 -1.880 -0.544 -0.632 0.360 0.06
H -2.726 0.108 -0.905 -0.997 1.150 -1.364 0.07
O -3.256 0.565 -1.634 1.173 -1.021 0.012 -0.12
H 4.249 1.635 -2.229 0.945 1.306 1.085 0.03
H 2.972 1.088 -2.668 -0.650 0.411 -0.274 -0.01
O 3.925 1.037 -2.865 0.382 -1.052 -0.912 -0.05
H 4.590 -1.661 -0.488 0.009 -0.042 0.214 -0.02
H 4.047 -1.855 0.916 0.194 0.075 0.018 0.01
O 4.866 -1.637 0.454 -0.211 -0.113 0.044 -0.10
H -3.762 1.864 0.232 0.209 0.269 0.236 -0.01
H -4.752 0.990 -0.323 -0.346 0.486 0.521 0.03
O -4.687 1.648 0.402 -0.568 -0.448 -0.938 -0.10
H -2.694 -0.066 2.810 -0.634 1.436 0.792 -0.02
H -2.070 -1.051 3.978 -0.498 0.917 -0.784 0.07
O -2.369 -0.924 3.059 0.317 -2.323 0.552 -0.08
H 1.088 1.089 -3.038 0.249 0.683 -0.069 0.04
H 1.144 1.336 -1.584 0.475 1.791 -1.555 0.06
O 1.492 1.779 -2.463 -1.126 -1.731 1.611 -0.12
H 3.078 -1.657 -2.487 1.121 0.639 0.554 0.05
H 4.148 -0.496 -2.195 -0.517 -0.262 -0.582 0.00
O 3.962 -1.456 -2.087 -0.752 -0.832 -0.260 -0.10
```
Forces are in eV/Å.

Calculated values
**Total charge**: -1
**HOMO-LUMO gap**: 9.1928 eV
**HOMO energy**: -0.230 Eh

***

# 3
The following is a DFT calculation (ωB97M-V/def2-TZVPD) of a cluster of 7 separate species, C6H28N13O6 in total at a distorted geometry.

Structure (XYZ):
```
53
Properties=species:S:1:pos:R:3:forces:R:3:lowdin_charge:R:1
N 7.189 4.604 19.451 -0.350 0.088 -0.659 0.30
H 7.770 5.424 19.550 0.738 -0.327 0.588 0.09
H 6.438 4.933 18.861 -0.595 -0.124 -0.958 0.06
H 6.685 4.273 20.261 -0.207 0.777 1.456 0.04
H 7.585 3.709 19.203 1.011 -0.096 -1.072 0.07
C 8.796 6.699 17.089 0.575 0.463 1.444 -0.79
O 7.607 6.557 16.941 -2.766 0.347 -0.173 0.02
N 9.367 7.593 17.882 -0.905 2.393 1.203 0.18
N 9.630 5.847 16.617 2.350 -3.249 -2.683 0.19
H 10.352 7.771 18.013 -0.453 -0.116 -0.108 0.12
H 8.643 8.164 18.294 0.781 0.450 0.511 0.10
H 9.174 5.175 16.017 0.824 -0.158 -0.047 0.13
H 10.632 5.950 16.680 -0.361 -0.316 -0.151 0.13
C 11.008 5.231 20.238 -1.790 -3.769 -3.055 -0.84
O 10.343 4.355 19.703 -0.157 -1.551 -0.830 0.02
N 10.473 6.275 20.645 -2.538 7.179 3.771 0.19
N 12.312 5.289 20.251 3.884 -1.307 -0.294 0.16
H 11.126 6.920 21.066 -0.572 0.478 -0.121 0.12
H 9.576 6.673 20.405 -0.308 -0.533 0.267 0.06
H 12.741 5.661 21.086 0.530 -0.365 -0.397 0.12
H 12.662 4.491 19.741 0.855 -0.033 0.759 0.12
C 7.416 0.704 19.297 -1.621 1.643 2.274 -0.70
O 7.260 1.928 19.311 0.412 -0.158 0.059 0.01
N 7.119 -0.085 20.355 -0.224 0.421 0.525 0.16
N 7.752 0.000 18.271 1.186 -1.250 -3.272 0.18
H 7.010 0.421 21.222 0.001 -0.783 0.104 0.12
H 7.314 -1.067 20.224 -0.065 0.283 1.120 0.11
H 7.608 -0.998 18.323 0.432 0.324 -0.741 0.12
H 8.051 0.504 17.448 -0.179 -0.580 -0.062 0.13
C 4.644 4.590 17.155 0.922 -1.775 -0.283 -0.63
O 4.707 5.280 18.191 0.132 -0.456 -1.801 -0.02
N 5.487 4.504 16.077 1.114 1.899 0.597 0.16
N 3.823 3.528 17.052 -2.359 -0.466 1.426 0.14
H 5.255 4.007 15.228 0.041 0.203 0.452 0.11
H 6.340 5.041 16.142 -0.005 0.408 -0.391 0.06
H 3.723 2.920 16.252 0.138 0.348 0.284 0.11
H 3.156 3.457 17.807 -0.155 -0.206 -0.390 0.11
C 6.639 7.538 20.725 2.694 -0.257 -1.549 -0.74
O 7.868 7.622 20.611 0.504 0.477 -1.608 -0.01
N 6.168 7.519 21.903 -3.191 -0.044 5.347 0.18
N 5.742 7.356 19.753 0.036 0.344 -1.223 0.19
H 5.193 7.282 22.017 0.185 0.360 0.386 0.11
H 6.691 7.804 22.718 0.131 -0.346 -0.427 0.14
H 4.770 7.294 20.021 0.170 0.192 -0.570 0.12
H 6.005 7.825 18.898 -0.448 -0.601 -0.377 0.12
C 4.899 4.126 22.256 0.648 0.388 0.635 -0.76
O 5.928 4.375 21.672 1.155 0.125 -0.039 0.05
N 4.535 4.671 23.385 1.199 4.119 3.565 0.17
N 3.972 3.305 21.913 -2.231 -3.322 -2.566 0.19
H 5.158 5.428 23.631 -0.174 -0.041 0.522 0.11
H 3.825 4.453 24.069 0.145 -0.483 -0.626 0.13
H 3.050 3.645 22.146 -0.124 -0.992 -0.592 0.13
H 4.239 2.715 21.138 -1.015 -0.005 -0.230 0.13
```
Forces are in eV/Å.

Calculated values
**Total charge**: +1
**HOMO-LUMO gap**: 9.7556 eV
**HOMO energy**: -0.426 Eh

***

# 4
The following is a DFT calculation (ωB97M-V/def2-TZVPD) of a cluster of 8 separate species, C6H28N2O7 in total at a distorted geometry.

Structure (XYZ):
```
43
Properties=species:S:1:pos:R:3:forces:R:3:lowdin_charge:R:1
C -3.013 -2.021 -0.725 0.651 -1.403 -0.842 0.00
C -2.460 -0.868 -0.372 -0.580 -0.818 0.729 -0.18
C -2.622 -0.374 1.062 1.367 0.518 -1.537 -0.15
C -1.504 0.618 1.458 -1.551 0.082 0.473 -0.40
C -1.814 2.014 0.848 1.456 0.198 -0.345 -0.05
N -0.205 0.054 1.181 -0.162 0.280 0.715 -0.02
C 0.930 0.939 1.519 -0.635 -1.069 -0.970 -0.31
N 1.856 0.437 2.480 1.085 -0.248 0.053 0.04
H -3.262 -2.849 -0.073 -0.536 0.646 0.838 0.06
H -3.081 -2.449 -1.724 0.324 0.696 -0.342 0.05
H -1.961 -0.264 -1.117 -0.371 0.615 0.068 0.09
H -2.645 -1.234 1.724 -0.329 0.063 0.153 0.11
H -3.548 0.190 0.976 -0.291 -0.211 0.821 0.11
H -1.656 0.748 2.535 0.521 -0.167 0.110 0.14
H -1.077 2.285 0.078 -0.416 -0.458 -0.476 0.06
H -2.822 2.062 0.453 -0.036 0.289 -0.013 0.07
H -1.601 2.842 1.527 -0.615 -0.152 0.454 0.07
H -0.178 -0.295 0.232 0.135 0.263 -0.084 0.09
H 1.427 1.028 0.564 0.710 0.412 -0.061 0.09
H 0.575 1.927 1.796 -0.084 0.047 0.269 0.11
H 1.492 0.179 3.375 -0.813 0.300 0.450 0.06
H 2.274 -0.436 2.178 0.138 0.187 -0.336 0.05
O 0.404 -2.157 3.798 0.170 -0.114 0.197 -0.06
H -0.337 -2.686 3.496 -0.207 0.058 -0.057 0.03
H 1.152 -2.605 3.388 0.046 0.037 -0.097 0.02
O 1.544 -2.223 -2.660 -0.258 0.032 -0.015 -0.04
H 1.441 -3.029 -2.143 0.104 0.025 0.077 0.04
H 0.746 -2.215 -3.200 0.035 -0.032 -0.096 0.03
O 2.861 0.605 -2.369 -0.400 -0.181 0.167 -0.06
H 2.369 -0.212 -2.531 0.221 -0.113 -0.079 -0.01
H 2.611 0.828 -1.464 0.161 0.313 -0.075 0.00
O 0.047 3.562 -2.072 -0.076 0.232 0.365 -0.06
H 0.856 3.162 -2.407 -0.016 -0.130 -0.065 0.03
H -0.703 3.097 -2.447 0.065 -0.170 -0.247 0.03
O 2.247 3.302 -0.292 -0.023 -0.368 0.865 -0.06
H 2.795 3.070 0.472 0.401 0.130 -0.350 0.05
H 1.380 3.208 0.126 -0.232 0.294 -0.606 0.01
O -1.649 -0.879 -3.553 -0.129 -0.172 -0.064 -0.04
H -0.731 -0.659 -3.722 0.073 0.174 0.113 0.03
H -1.718 -1.148 -2.628 0.184 -0.023 -0.267 -0.02
O 1.319 -2.886 0.992 -0.627 -0.534 0.758 -0.04
H 1.912 -3.316 0.383 0.452 0.374 -0.306 0.03
H 1.335 -1.929 0.938 0.090 0.098 -0.343 0.00
```
Forces are in eV/Å.

Calculated values
**Total charge**: 0
**HOMO-LUMO gap**: 9.1167 eV
**HOMO energy**: -0.340 Eh
**SMILES**: C=CC[C@H](C)NCN.O.O.O.O.O.O.O

***

Result set for ΔE to the lowest compared entry with this formula, charge and spin: 130.88 48.25 0.00 44.02 kcal/mol, one per record in the order listed.